# 1
Computed, not measured: 9 unconnected molecules or ions with the total composition C38H37N9O10 in a non-equilibrium geometry, with the ωB97M-V functional and the def2-TZVPD basis.

XYZ file:
```
94
Properties=species:S:1:pos:R:3
O -2.069 -7.510 4.375
N -1.758 -7.130 3.260
O -2.017 -7.717 2.228
C -1.093 -5.828 3.148
C -0.895 -5.070 4.284
C -0.220 -3.862 4.166
C 0.237 -3.404 2.935
C -0.027 -4.173 1.808
C -0.714 -5.369 1.900
H -1.235 -5.414 5.248
H -0.128 -3.269 5.069
H 0.689 -2.425 2.919
H 0.250 -3.749 0.850
H -0.882 -5.955 1.008
O -4.354 2.882 -0.504
N -4.281 4.020 -0.942
O -3.489 4.851 -0.552
C -5.233 4.397 -1.991
C -6.267 3.534 -2.291
C -7.163 3.915 -3.276
C -6.984 5.107 -3.968
C -5.979 5.994 -3.587
C -5.072 5.626 -2.614
H -6.394 2.586 -1.787
H -7.997 3.276 -3.532
H -7.670 5.362 -4.765
H -5.910 6.977 -4.034
H -4.260 6.286 -2.350
O 0.510 -0.845 0.771
N -0.340 -0.037 0.475
O -1.429 0.051 1.021
C -0.071 0.859 -0.649
C 1.004 0.601 -1.470
C 1.269 1.446 -2.542
C 0.414 2.508 -2.795
C -0.678 2.751 -1.962
C -0.944 1.909 -0.905
H 1.654 -0.243 -1.282
H 2.177 1.260 -3.100
H 0.669 3.194 -3.593
H -1.321 3.605 -2.130
H -1.815 2.045 -0.278
O 3.789 -0.430 -0.135
N 4.572 0.499 -0.038
O 4.815 1.096 0.987
C 5.210 0.975 -1.268
C 5.107 0.203 -2.412
C 5.576 0.718 -3.606
C 6.168 1.981 -3.633
C 6.279 2.726 -2.474
C 5.835 2.210 -1.265
H 4.634 -0.767 -2.355
H 5.516 0.138 -4.517
H 6.537 2.369 -4.574
H 6.750 3.700 -2.466
H 5.929 2.767 -0.345
O 5.725 -4.696 6.251
N 5.252 -3.583 6.235
O 5.221 -2.819 7.185
C 4.699 -3.107 4.966
C 3.974 -1.936 4.948
C 3.355 -1.569 3.767
C 3.496 -2.335 2.612
C 4.343 -3.435 2.632
C 4.906 -3.859 3.823
H 3.845 -1.325 5.827
H 2.690 -0.714 3.754
H 3.001 -2.002 1.710
H 4.493 -4.024 1.735
H 5.531 -4.740 3.845
C 2.767 2.225 -6.559
C 3.025 3.096 -5.421
N 3.176 3.812 -4.539
H 2.774 1.181 -6.255
H 3.540 2.373 -7.313
H 1.807 2.465 -7.010
C -3.090 2.098 2.477
C -2.919 1.167 3.587
N -2.807 0.430 4.456
H -3.998 1.829 1.946
H -2.217 2.205 1.851
H -3.240 3.087 2.925
C -4.089 -0.179 -1.592
C -5.545 -0.028 -1.594
N -6.685 0.102 -1.616
H -3.794 -0.374 -2.625
H -3.783 -1.027 -0.988
H -3.645 0.760 -1.277
C -3.257 -2.600 2.097
C -2.918 -2.923 0.717
N -2.627 -3.187 -0.365
H -3.339 -3.533 2.656
H -4.151 -1.987 2.135
H -2.417 -2.072 2.549
```

For the total energy, the calculation gives -73877.6832 eV. As for the HOMO-LUMO gap: 8.74 eV. Its maximum force is 1.22 eV Å⁻¹. The value obtained for the energy above the lowest of the compared OMol25 structures with the same formula, charge and spin is 0.0 kcal/mol. The highest occupied orbital energy is -0.3586 hartree. Its spin multiplicity is 1.

***

# 2
Computed, not measured: 2 unconnected molecules or ions with the total composition C2H4BrNO2 in a non-equilibrium geometry, with the ωB97M-V functional and the def2-TZVPD basis.

XYZ file:
```
10
Properties=species:S:1:pos:R:3
C -1.120 0.516 0.450
C 0.024 -0.295 -0.234
N 1.520 0.019 -0.274
O 1.849 0.807 0.548
O 2.233 -0.449 -1.100
Br -0.454 -1.004 -1.955
H -1.141 0.315 1.483
H -2.055 0.234 0.018
H -0.832 1.506 0.365
H -0.024 -1.649 0.699
```

For the total energy, the calculation gives -77760.7808 eV. As for the HOMO-LUMO gap: 9.59 eV. Its maximum force is 6.18 eV Å⁻¹. The value obtained for the energy above the lowest of the compared OMol25 structures with the same formula, charge and spin is 127.9 kcal/mol. The highest occupied orbital energy is -0.3770 hartree. Its spin multiplicity is 1.

***

# 3
Computed, not measured: a gas-phase ion, C4H6NO3 (charge -1) in a non-equilibrium geometry, with the ωB97M-V functional and the def2-TZVPD basis.

XYZ file:
```
14
Properties=species:S:1:pos:R:3
C -1.145 0.533 -1.405
C -1.192 0.660 0.099
C -0.268 -0.343 0.857
O -0.802 -1.165 1.587
N 1.024 -0.281 0.541
C 2.287 -0.927 1.028
O 3.162 -0.822 0.141
O 2.316 -1.314 2.190
H -1.217 -0.522 -1.734
H -0.318 1.053 -1.914
H -2.027 0.983 -1.959
H -2.141 0.269 0.490
H -1.067 1.700 0.368
H 1.388 0.173 -0.290
```

For the total energy, the calculation gives -11880.0533 eV. As for the HOMO-LUMO gap: 8.23 eV. Its maximum force is 2.21 eV Å⁻¹. The value obtained for the energy above the lowest of the compared OMol25 structures with the same formula, charge and spin is 9.6 kcal/mol. As for the net charge: -1. The highest occupied orbital energy is -0.1707 hartree. Its spin multiplicity is 1.

***

The lowest highest occupied orbital energy belongs to which entry? C2H4BrNO2